17
Properties=species:S:1:pos:R:3:lowdin_charge:R:1 method="wB97M-V/def2-TZVPD" lumo_energy_ev=0.415 gap_ev=9.65
C -2.05798 0.05163 2.85123 -0.1235
C -1.23830 -0.80314 1.88486 -0.3833
N -2.02254 -2.04179 1.57871 -0.0338
H -2.73259 0.47424 2.05693 0.0753
H -1.49850 0.90378 3.27846 0.0709
H -2.84900 -0.40101 3.44439 0.0625
H -0.26988 -1.06592 2.37204 0.0982
H -1.03661 -0.26842 0.96314 0.0419
H -1.91776 -2.70600 2.34244 0.0554
H -1.46066 -2.45557 0.77279 0.0821
C 2.01800 1.25135 -0.01333 -0.5072
S 1.14626 -0.15416 -0.79954 0.3533
S 0.61838 0.85221 -2.53248 0.3047
H 2.38617 2.03198 -0.80230 0.0497
H 1.37386 1.79102 0.67598 0.0112
H 2.89495 0.82438 0.57261 0.0428
H -0.66005 1.22342 -2.36294 -0.2002

=====

53
Properties=species:S:1:pos:R:3:lowdin_charge:R:1 method="wB97M-V/def2-TZVPD" s2=8.812 lumo_energy_ev="-3.147 / -6.816" total_charge=+1 gap_ev="7.68 / 3.92" multiplicity=6
Ir -0.31542 -0.06608 0.60763 1.3410
Cl 4.20378 1.99342 6.40463 0.7340
C 3.32938 1.28822 5.11433 -0.6620
C 3.93998 0.28992 4.34173 -0.0962
C 3.24178 -0.30638 3.32643 -0.5762
Cl 3.95608 -1.54148 2.38813 0.7561
C 1.87808 0.04412 3.01013 -0.3936
O 1.25468 -0.61578 2.13763 -0.2396
C 1.31858 1.12842 3.77683 -0.1089
C 0.01178 1.63002 3.44973 -0.1660
O -0.70762 1.29462 2.51613 -0.0907
C 2.04118 1.70372 4.82663 -0.0456
H 4.95558 -0.00968 4.54753 0.1164
H -0.35292 2.42802 4.11753 0.1436
H 1.58658 2.48692 5.41503 0.1200
C 3.86018 -0.35198 -2.66657 -0.0246
N 2.52778 0.07182 -2.99537 -0.1119
C 1.98148 0.15542 -4.24177 -0.0038
C 0.72088 0.62762 -4.10977 0.0029
N 0.48208 0.83722 -2.76647 0.0179
C 1.61578 0.48412 -2.08927 -0.6459
S 1.97258 0.53762 -0.44287 0.7651
C -0.69462 1.36532 -2.22187 -0.2568
C -1.82032 1.60482 -3.01317 0.0322
C -2.87462 2.31512 -2.46997 -0.0240
C -2.78432 2.78732 -1.16567 -0.0379
C -1.67982 2.42112 -0.42467 -0.1477
N -0.68032 1.69322 -0.92557 -0.0154
H 4.47128 -0.37508 -3.56587 0.1036
H 3.84078 -1.34838 -2.21977 0.1069
H 4.29388 0.34162 -1.94467 0.0819
H 2.52068 -0.12088 -5.12407 0.1364
H 0.00328 0.84842 -4.86987 0.1237
H -1.89262 1.24392 -4.02517 0.1165
H -3.75012 2.52372 -3.06567 0.1227
H -3.55772 3.40832 -0.74727 0.1148
H -1.56182 2.71782 0.60803 0.1051
N -0.37552 -2.56508 0.95833 -0.0214
C -0.40252 -3.34628 -0.23957 -0.1422
C -0.70382 -2.45588 -1.54547 -0.6772
O -0.99312 -3.05188 -2.55137 0.0613
O -0.54992 -1.22558 -1.37997 -0.1643
H 0.48638 -2.63008 1.48833 0.0801
H -1.18242 -2.69718 1.55823 0.0939
H -1.17272 -4.12078 -0.23867 0.1216
H 0.57408 -3.78538 -0.45157 0.1273
N -2.47772 -0.28408 0.62883 0.1390
C -3.50512 -0.77088 0.38463 -0.0708
C -4.71132 -1.36158 0.12843 -0.1589
C -5.30002 -1.25958 -1.13677 -0.1398
N -5.79052 -1.16718 -2.17157 0.2505
C -5.35382 -2.09988 1.12973 -0.1425
N -5.87752 -2.71468 1.94583 0.2499

=====

56
Properties=species:S:1:pos:R:3:lowdin_charge:R:1 method="wB97M-V/def2-TZVPD" lumo_energy_ev="-4.456 / -4.463" total_charge=+1 gap_ev="6.53 / 6.52"
Pd 2.08452 1.05427 -0.83000 0.6791
S 3.31418 2.94985 -0.90106 0.6828
C 2.38191 3.18003 -2.33421 -1.0618
N 1.52810 2.20352 -2.49892 -0.1188
C 0.68981 2.38434 -3.56967 -0.3032
C -0.34247 1.54811 -3.98480 -0.0157
C -1.06826 1.90921 -5.10301 -0.0718
C -0.77979 3.08003 -5.80683 -0.0713
C 0.24282 3.91947 -5.40254 -0.0750
C 0.97217 3.56398 -4.27854 -0.4460
S 2.29192 4.42696 -3.51970 1.0959
H -0.55620 0.64034 -3.43525 0.1085
H -1.87585 1.27599 -5.44505 0.1089
H -1.36373 3.33916 -6.67898 0.1114
H 0.46259 4.82887 -5.94529 0.1165
N 1.58420 -1.02435 -1.05247 0.0829
C 1.51453 -2.14895 -1.31537 -0.2321
N 1.43534 -3.41302 -1.59630 -0.0839
C 1.43658 -4.42631 -0.52877 -0.1233
C 0.15717 -5.25097 -0.59471 -0.1737
C -0.03205 -5.83250 -1.99545 -0.1945
C -0.04229 -4.72289 -3.04694 -0.1733
C 1.23720 -3.89854 -2.96795 -0.1243
H 1.54607 -3.92105 0.42887 0.1295
H 2.30961 -5.06751 -0.67944 0.1331
H -0.69363 -4.61402 -0.33762 0.1198
H 0.20544 -6.04397 0.15225 0.1192
H -0.95825 -6.40499 -2.04329 0.1158
H 0.78188 -6.53164 -2.21210 0.1194
H -0.90196 -4.06627 -2.88746 0.1195
H -0.13508 -5.14075 -4.04987 0.1191
H 1.21133 -3.04097 -3.63767 0.1293
H 2.10195 -4.51363 -3.23169 0.1330
C -1.91939 2.06481 6.97317 -0.0337
C -1.44056 1.90276 5.56152 -0.2359
C -2.32756 1.58129 4.53917 0.0004
C -1.90652 1.42774 3.23181 -0.1973
C -2.92936 1.08519 2.17761 -0.0461
C -0.53692 1.61155 2.92856 -0.1068
C -0.11858 1.46578 1.54934 -0.1675
O 0.98565 1.75633 1.09899 -0.0981
C 0.38259 1.93697 3.95906 -0.1766
C 1.84964 2.13475 3.70872 -0.0331
C -0.09489 2.06977 5.24980 0.0006
H -2.99274 1.90438 7.04994 0.0791
H -1.69274 3.06653 7.34122 0.0915
H -1.41583 1.35582 7.63196 0.0908
H -3.37717 1.45105 4.77551 0.1196
H -3.91965 1.02809 2.62417 0.0804
H -2.72354 0.11875 1.71403 0.0867
H -2.96695 1.83773 1.38940 0.0889
H -0.88035 1.07624 0.85820 0.1191
H 2.27590 1.31676 3.13017 0.0814
H 2.38103 2.20793 4.65624 0.0824
H 2.02594 3.04659 3.13701 0.0935
H 0.60226 2.31140 6.04425 0.1257

=====

16
Properties=species:S:1:pos:R:3:lowdin_charge:R:1 method="wB97M-V/def2-TZVPD" lumo_energy_ev=0.179 gap_ev=8.61
O 2.09039 -2.15295 0.49294 -0.0527
N 1.84973 -1.03284 0.09445 -0.5355
C 0.72750 -0.47999 -0.19238 -0.3657
C -0.59542 -1.22419 -0.08076 -0.0889
C -1.54170 -0.01545 -0.07026 -0.2563
C -0.80526 1.13903 0.46987 -0.1962
C 0.54963 0.98698 -0.38561 -0.5692
S 2.07637 1.83567 0.22444 0.5527
S 3.16095 0.16257 -0.34129 0.6073
H -0.89818 -1.93110 -0.88798 0.1299
H -0.80628 -1.72966 0.96227 0.1582
H -1.62027 0.19893 -1.12653 0.1050
H -2.51647 -0.17044 0.34394 0.1120
H -1.18131 2.21625 0.33652 0.1391
H -0.70109 0.92826 1.57301 0.1344
H 0.21140 1.26893 -1.41263 0.1259

=====

Computed energy above the lowest of the compared OMol25 structures with the same formula, charge and spin, in the same sequence as the records: 22.6 17.3 28.3 62.0 kcal/mol.
Computed strongest force on any atom, in the same sequence as the records: 3.40 2.95 0.91 2.96 eV/Å.